--- i ---
Here is a 5-piece molecular cluster, C8H27NO7 overall from OMol25. Energies are from ωB97M-V/def2-TZVPD.

Structure (XYZ):
```
43
Properties=species:S:1:pos:R:3:nbo_charge:R:1
O 20.467 12.895 -11.824 -0.9530
H 20.087 12.747 -12.690 0.4862
H 20.821 13.783 -11.866 0.4875
O 21.047 10.658 -10.369 -0.9741
H 20.774 11.411 -10.892 0.5046
H 21.553 11.037 -9.649 0.4768
C 21.927 14.815 -6.379 -0.1004
C 22.255 13.568 -7.195 -0.0675
O 23.479 13.698 -7.820 -0.7210
O 23.001 15.342 -5.660 -0.7253
H 21.166 14.431 -5.699 0.1524
H 21.210 15.531 -6.780 0.1639
H 21.502 13.422 -7.969 0.1758
H 22.192 12.718 -6.515 0.1535
H 24.122 14.176 -7.291 0.4855
H 22.663 15.774 -4.872 0.4832
C 24.583 8.981 -10.560 -0.0901
C 23.280 8.036 -10.785 -0.0974
O 22.211 8.601 -11.623 -0.7469
O 25.543 8.518 -9.725 -0.6838
H 24.399 10.028 -10.317 0.1706
H 25.063 9.124 -11.528 0.1424
H 22.907 7.657 -9.834 0.1620
H 23.638 7.113 -11.241 0.1599
H 21.685 9.193 -11.080 0.4979
H 25.771 7.767 -10.278 0.4581
C 13.091 10.069 -12.062 -0.6363
C 14.442 10.462 -12.507 -0.0927
C 15.463 9.831 -11.644 -0.0545
O 16.705 10.475 -11.640 -0.5500
C 17.706 9.862 -10.865 -0.2544
N 14.632 9.981 -13.891 -0.8325
H 12.656 11.011 -11.729 0.2252
H 12.977 9.301 -11.296 0.2167
H 12.442 9.843 -12.908 0.2270
H 14.746 11.508 -12.463 0.2028
H 15.566 8.746 -11.662 0.1659
H 15.075 9.996 -10.639 0.1439
H 17.699 10.201 -9.829 0.1710
H 18.661 10.026 -11.363 0.1957
H 17.718 8.774 -10.792 0.1703
H 15.601 10.027 -14.171 0.3559
H 14.343 9.014 -13.944 0.3455
```

## Properties
- Frontier orbital gap: 9.2 eV
- Net charge: 0
- SMILES: COC[C@H](C)N.OCCO.OCCO.O.O
- HOMO energy: -8.9 eV



--- ii ---
Here is a 5-piece molecular cluster, C8H27NO7 overall from OMol25. Energies are from ωB97M-V/def2-TZVPD.

Structure (XYZ):
```
43
Properties=species:S:1:pos:R:3:nbo_charge:R:1
O 0.707 -0.928 -1.045 -0.8788
H 1.454 -1.381 -0.600 0.5264
H 0.219 -1.691 -1.682 0.5045
H 0.071 -0.536 -0.409 0.5548
O -0.469 -2.578 -2.462 -1.1726
H 0.086 -2.532 -3.249 0.4218
C -0.927 2.885 -0.477 -0.6178
C -2.026 1.828 -0.383 -0.0682
C -3.330 2.372 -1.008 -0.0702
O -3.908 3.479 -0.388 -0.5299
C -4.740 3.166 0.682 -0.2531
N -1.545 0.659 -1.127 -0.8390
H -0.775 3.082 -1.541 0.2001
H 0.040 2.521 -0.125 0.2135
H -1.196 3.754 0.119 0.2208
H -2.279 1.532 0.639 0.1676
H -4.030 1.522 -1.046 0.1568
H -3.079 2.556 -2.058 0.1800
H -4.322 2.509 1.453 0.1598
H -5.641 2.630 0.330 0.1613
H -5.203 4.021 1.174 0.1984
H -2.313 -0.006 -1.188 0.3694
H -1.334 0.952 -2.077 0.3632
C 0.441 -2.644 2.409 -0.0766
C -0.916 -1.960 2.328 -0.0955
O -0.893 -0.815 1.477 -0.7210
O 0.755 -3.144 1.125 -0.7186
H 0.355 -3.436 3.158 0.1663
H 1.173 -1.884 2.705 0.1601
H -1.073 -1.668 3.373 0.1620
H -1.584 -2.747 1.967 0.1834
H -1.803 -0.523 1.595 0.4714
H 1.707 -3.175 1.001 0.4764
C 3.862 -0.568 0.036 -0.0906
C 5.285 -0.619 -0.466 -0.0921
O 5.398 -0.906 -1.854 -0.7246
O 3.152 -1.787 -0.090 -0.7577
H 3.376 0.158 -0.623 0.1919
H 3.855 -0.185 1.057 0.1800
H 5.869 -1.352 0.110 0.1582
H 5.826 0.317 -0.304 0.1817
H 6.048 -0.328 -2.254 0.4786
H 3.705 -2.550 -0.285 0.4976
```

## Properties
- Frontier orbital gap: 7.9 eV
- Net charge: 0
- HOMO energy: -7.6 eV



Most favorable first, least favorable last: ii, i